{
  "formula": "C36H86F6NO36S2Tl",
  "method": "ωB97M-V/def2-TZVPD",
  "species": ["Tl", "C", "C", "C", "O", "C", "C", "C", "O", "O", "O", "H", "H", "C", "F", "F", "F", "S", "O", "O", "N", "S", "O", "O", "C", "F", "F", "F", "C", "C", "O", "O", "H", "H", "H", "H", "H", "H", "C", "C", "O", "O", "H", "H", "H", "H", "H", "H", "C", "C", "O", "O", "H", "H", "H", "H", "H", "H", "C", "C", "O", "O", "H", "H", "H", "H", "H", "H", "C", "C", "O", "O", "H", "H", "H", "H", "H", "H", "C", "C", "O", "O", "H", "H", "H", "H", "H", "H", "C", "C", "O", "O", "H", "H", "H", "H", "H", "H", "C", "C", "O", "O", "H", "H", "H", "H", "H", "H", "C", "C", "O", "O", "H", "H", "H", "H", "H", "H", "C", "C", "O", "O", "H", "H", "H", "H", "H", "H", "C", "C", "O", "O", "H", "H", "H", "H", "H", "H", "C", "C", "O", "O", "H", "H", "H", "H", "H", "H", "C", "C", "O", "O", "H", "H", "H", "H", "H", "H", "C", "C", "O", "O", "H", "H", "H", "H", "H", "H"],
  "coordinates": [[1.0570, 9.6199, 2.6300], [2.0833, 6.6905, 8.8721], [2.3817, 7.8125, 9.7576], [2.1399, 9.3072, 9.2201], [2.2157, 10.2211, 10.1105], [1.6447, 9.4806, 7.8474], [1.5244, 8.3754, 7.0689], [1.7808, 6.9906, 7.5524], [1.8407, 5.9346, 6.8024], [0.9107, 8.7161, 5.9602], [2.8070, 7.7175, 10.9133], [2.2716, 5.6900, 9.2325], [1.3662, 10.4871, 7.5721], [4.7296, 10.3001, 5.3496], [5.7094, 9.9679, 4.4837], [3.9406, 9.3009, 5.6040], [5.3703, 10.5963, 6.5076], [3.8738, 11.8944, 4.7633], [2.7524, 11.9731, 5.6667], [4.8747, 12.9717, 4.8365], [3.2347, 11.3080, 3.2112], [4.1918, 11.8619, 2.1414], [5.6068, 11.9940, 2.5007], [4.0237, 11.1968, 0.8337], [3.4442, 13.6598, 1.8379], [2.1603, 13.5003, 1.6768], [3.6756, 14.4826, 2.8015], [3.9922, 14.1144, 0.6978], [-1.6080, 11.4962, 4.4969], [-0.2329, 11.9819, 4.9300], [0.4596, 12.3730, 3.7665], [-1.5302, 10.2676, 3.7552], [-2.3007, 12.1683, 3.9905], [-2.0642, 11.4321, 5.4848], [0.3782, 11.2121, 5.4013], [-0.2242, 12.8135, 5.6346], [0.5244, 13.3286, 3.8308], [-2.4266, 9.9242, 3.7435], [3.7211, 16.8084, -2.6107], [4.9773, 16.6357, -1.7181], [5.8966, 15.7704, -2.3645], [2.7766, 17.6024, -1.8879], [3.2600, 15.8488, -2.8442], [3.9526, 17.1594, -3.6163], [4.6111, 16.3333, -0.7370], [5.3336, 17.6498, -1.5372], [6.7734, 16.0581, -2.0996], [1.9756, 17.6217, -2.4168], [5.7424, 12.4079, 10.6689], [5.5849, 11.2787, 9.7054], [5.2992, 10.0453, 10.3505], [4.5841, 12.5103, 11.5067], [5.9314, 13.3019, 10.0747], [6.6830, 12.3287, 11.2139], [6.4647, 11.2358, 9.0634], [4.6694, 11.3001, 9.1142], [5.6832, 9.3132, 9.8625], [3.8418, 12.8362, 10.9925], [9.3102, 10.6740, 5.1185], [8.7290, 11.9499, 4.4341], [9.7764, 12.5720, 3.7312], [9.5698, 9.7187, 4.1794], [8.5840, 10.2253, 5.7963], [10.2589, 10.9343, 5.5877], [8.3573, 12.5795, 5.2425], [7.8736, 11.6914, 3.8098], [9.7680, 13.5317, 3.7540], [9.9944, 10.2272, 3.4845], [6.4065, 12.4139, -1.3427], [7.8918, 12.3765, -0.8532], [8.4954, 13.6959, -0.7803], [6.2495, 13.0039, -2.6694], [5.8190, 12.9767, -0.6173], [6.0488, 11.3852, -1.3882], [8.3840, 11.7854, -1.6255], [7.9468, 11.9522, 0.1494], [8.9058, 13.7730, -1.6447], [6.3050, 13.9575, -2.5730], [5.8439, 14.6531, 7.6353], [5.0177, 15.7644, 6.9343], [4.1102, 16.4407, 7.7358], [6.7055, 15.1857, 8.6514], [6.4391, 14.2318, 6.8251], [5.1392, 13.8617, 7.8906], [4.5461, 15.3379, 6.0490], [5.6971, 16.4751, 6.4637], [3.8345, 17.2338, 7.2704], [6.2053, 15.8466, 9.1358], [-1.5718, 11.5915, 0.4188], [-1.6414, 10.1247, -0.1774], [-1.2887, 9.2301, 0.8766], [-0.3315, 11.7965, 1.0747], [-2.4011, 11.8217, 1.0876], [-1.5323, 12.2951, -0.4127], [-1.0498, 9.9409, -1.0742], [-2.6214, 9.8576, -0.5727], [-1.6748, 8.3687, 0.7019], [-0.2085, 12.7174, 0.8331], [0.7151, 16.9177, 5.6021], [1.2725, 15.7941, 4.7007], [0.3025, 15.2679, 3.7675], [-0.0075, 16.4052, 6.6655], [0.1648, 17.6410, 5.0004], [1.6038, 17.4407, 5.9553], [1.6956, 14.9260, 5.2062], [2.1265, 16.2339, 4.1856], [-0.5533, 15.4343, 4.1696], [-0.2098, 17.1915, 7.1778], [2.5193, 12.9388, -3.8967], [2.4429, 12.4422, -2.4350], [1.1978, 11.8053, -2.1944], [1.5816, 13.8973, -4.2213], [2.4683, 12.1018, -4.5932], [3.4436, 13.4765, -4.1082], [2.4535, 13.2734, -1.7299], [3.2878, 11.8599, -2.0673], [0.5418, 12.2015, -2.7726], [1.6546, 14.1581, -5.1423], [8.0115, 14.9724, 2.3618], [6.7200, 15.2239, 3.0569], [6.5024, 16.6270, 3.0270], [9.1869, 15.0861, 3.1895], [8.0950, 15.4454, 1.3834], [7.8777, 13.9592, 1.9827], [6.6777, 14.8954, 4.0954], [5.8619, 14.7618, 2.5687], [7.1332, 17.0017, 3.6461], [9.5174, 15.9601, 2.9694], [0.4590, 15.6257, 0.2490], [-0.1590, 17.0073, 0.2512], [-0.2549, 17.5700, 1.5851], [-0.1978, 14.6302, 1.0108], [1.4817, 15.8129, 0.5762], [0.5350, 15.2057, -0.7539], [-1.1974, 17.0392, -0.0789], [0.4368, 17.7413, -0.2914], [-0.3930, 18.5131, 1.4703], [-0.0180, 14.7385, 1.9476], [3.3985, 6.5083, 3.3532], [3.8005, 6.9523, 1.9278], [3.6448, 8.3476, 1.9519], [2.0537, 6.9974, 3.6023], [4.0437, 6.8666, 4.1554], [3.4070, 5.4214, 3.4340], [3.1497, 6.4909, 1.1851], [4.8207, 6.7978, 1.5766], [4.5366, 8.6589, 1.7804], [1.7778, 6.5950, 4.4290], [7.5206, 8.8697, 1.5405], [8.0256, 7.6062, 2.1956], [7.8941, 6.6011, 1.1341], [6.2689, 8.7137, 0.9278], [8.2428, 9.1070, 0.7594], [7.5840, 9.7901, 2.1209], [7.5078, 7.4591, 3.1434], [9.0890, 7.6045, 2.4350], [7.5514, 5.8066, 1.5499], [6.2873, 7.9921, 0.2949], [5.7349, 7.5689, 7.9476], [6.6356, 7.0027, 6.7504], [7.6716, 6.1767, 7.2313], [6.6164, 8.4167, 8.7536], [5.3348, 6.7293, 8.5161], [4.8340, 8.0307, 7.5437], [7.1351, 7.7974, 6.1962], [6.0029, 6.5356, 5.9957], [7.2937, 5.3268, 7.4689], [7.5138, 8.1767, 8.5113]],
  "atomic_forces_ev_per_a": [[0.0, 0.2, -0.2], [0.6, 2.5, 1.8], [0.8, 1.3, 1.9], [-0.1, 1.6, 4.0], [-0.4, -3.1, -3.9], [1.8, 1.3, 4.4], [-3.6, 0.8, -5.3], [0.7, -4.6, -3.0], [-0.7, 3.5, 0.6], [2.0, -2.6, 2.4], [-0.9, -0.3, -2.2], [-0.3, -0.2, -0.2], [0.0, 0.0, -0.6], [2.4, 1.9, -0.1], [-0.9, -0.4, 0.2], [-0.9, -0.8, -0.4], [-0.4, 0.1, -0.2], [-0.3, -0.5, -0.2], [0.1, 0.0, -0.2], [-1.9, -2.0, -0.3], [1.1, 1.0, 4.3], [2.7, 0.7, -4.9], [-1.4, 0.3, -0.1], [-0.8, 1.0, 2.1], [1.7, -3.3, -1.3], [-1.0, 0.2, -0.2], [0.1, 1.4, 1.3], [-0.2, 0.4, 0.1], [-0.1, -0.2, 1.6], [0.2, 0.1, -1.6], [0.6, 0.3, 0.0], [0.0, 0.7, 0.9], [0.7, 0.6, -0.4], [-0.7, -1.1, 0.3], [-0.5, -0.5, 0.1], [-0.7, 0.1, 0.2], [0.2, 0.3, -0.5], [0.0, -0.3, -0.2], [0.1, -1.0, 0.2], [-1.8, 0.9, -0.6], [0.0, 0.5, 0.4], [0.4, 0.1, -0.3], [0.1, -0.5, 0.4], [0.3, 0.8, 0.1], [0.3, -0.7, 0.0], [0.6, 0.0, -0.3], [0.2, -0.1, 0.0], [-0.1, 0.1, 0.0], [-0.7, 0.3, -0.5], [-0.7, -1.4, -0.3], [0.4, -0.1, 1.3], [1.0, 0.3, 0.4], [-0.4, 0.3, -0.1], [-0.4, -0.4, 0.7], [0.1, -0.1, -0.2], [0.1, 1.6, -0.7], [0.5, 0.2, -0.1], [0.1, 0.0, -0.2], [-1.0, 1.7, 0.3], [0.3, -0.3, 1.6], [0.5, -1.1, -0.4], [0.4, -1.5, -1.8], [0.0, 0.3, 0.4], [-0.2, 0.3, 0.7], [-0.1, 0.3, 0.1], [0.0, -0.1, -0.3], [-0.4, 0.2, 0.0], [0.3, -0.3, -0.5], [0.8, 0.9, -0.2], [-1.3, 0.7, -0.7], [-0.4, -0.8, -0.4], [0.5, -1.2, 1.0], [-0.2, -0.1, 0.0], [-0.1, 0.1, 0.0], [0.5, -0.2, 0.4], [0.0, -0.2, -0.2], [0.1, 0.4, 0.0], [-0.3, 0.3, 0.2], [-0.7, 1.6, -1.0], [1.4, -0.7, -1.4], [-0.6, 0.2, 1.1], [-0.5, -0.8, -0.5], [0.4, 0.0, 0.2], [0.1, -0.1, 0.9], [-0.4, -0.6, 0.1], [0.6, 0.2, 0.3], [0.0, 0.0, 0.1], [-0.2, 0.1, 0.1], [0.7, -1.5, -1.3], [-0.4, 0.8, 0.5], [0.0, -0.1, 0.0], [-0.6, -0.5, -0.2], [-0.2, -0.3, 0.0], [-0.8, -0.1, -0.3], [0.9, 0.5, 0.3], [-0.6, 0.4, 0.5], [0.1, -0.1, -0.1], [1.0, 0.6, 0.6], [1.7, -0.9, -1.2], [-0.1, 0.4, 0.0], [0.3, 0.2, 0.3], [-0.7, 0.1, 0.5], [-0.3, -0.1, -0.3], [0.2, 0.2, 0.2], [-0.1, 0.2, 0.8], [-0.3, 0.0, -0.6], [-0.3, 0.0, -0.1], [-0.4, -0.3, 0.5], [2.4, -0.6, 0.1], [-0.8, 1.5, -0.2], [0.0, -0.9, 0.0], [-2.6, 1.1, 0.5], [-0.1, -0.4, 0.1], [0.9, -0.8, 0.5], [0.2, 0.7, -0.2], [-0.2, -0.6, -0.7], [0.0, 0.2, -0.1], [0.1, -0.2, 0.1], [-0.4, -2.7, -0.7], [-0.2, 1.1, 0.1], [-0.6, 0.9, 0.4], [-0.8, 0.9, -0.8], [0.1, 0.9, 0.4], [0.8, -0.7, 0.5], [0.4, -0.4, 0.0], [0.5, 0.0, -0.2], [0.0, 0.2, 0.1], [0.5, 0.0, 0.3], [0.5, 0.3, 0.2], [-1.2, 0.9, 0.8], [0.5, -0.6, 0.3], [-0.5, 0.2, -0.5], [0.3, -0.4, 0.3], [-0.1, 0.3, -0.2], [0.0, -0.4, -0.7], [0.2, -0.5, -0.7], [0.0, 0.0, 0.1], [0.2, 0.4, 0.4], [-0.4, -0.7, -0.5], [-0.5, 0.4, 1.2], [-0.3, 0.4, -0.4], [0.9, -0.4, -0.5], [0.4, 0.4, -0.3], [-0.1, -0.3, -0.1], [-0.3, 0.0, 0.1], [0.2, -0.9, 0.6], [0.3, 0.9, -0.3], [-0.2, 0.0, 0.3], [1.7, 0.6, -1.0], [0.4, 0.0, -0.7], [-0.5, 0.1, 1.2], [-1.0, 0.4, 0.6], [0.2, -0.1, -0.4], [-0.7, -0.4, 0.6], [-0.5, -0.8, -0.2], [-0.1, 0.6, 0.1], [0.0, -0.2, -0.1], [0.5, -0.2, 0.0], [2.3, -0.6, -1.3], [-1.2, 0.7, 0.7], [-0.1, -0.1, 0.0], [-1.6, -0.9, -1.0], [0.4, -0.2, 0.4], [0.4, 0.9, 0.1], [-0.1, 0.4, 0.3], [-0.2, -0.5, 0.1], [0.0, -0.1, 0.1], [0.2, -0.1, 0.1]],
  "fmax_ha_per_bohr": 0.125,
  "gap_ev": 3.95,
  "e_tot_ev": -156579.0034,
  "homo_ev": -8.9
}